The following is a DFT calculation (the ωB97M-V functional and the def2-TZVPD basis) of a cluster of 14 separate species, C42H99N3O36S6 in total in a non-equilibrium geometry.

The orbital gap is 9.295 eV. The value obtained for the maximum force is 4.753 eV Å⁻¹. The calculation puts the LUMO energy at 0.256 eV.

Each line ends with the Mulliken charge.
Geometry (Å):
C1 3.579 -2.688 -2.739  -0.881
O1 2.484 -3.519 -2.455  -0.057
C2 2.106 -3.622 -1.190  0.377
O2 2.609 -3.057 -0.258  -0.454
O3 1.172 -4.528 -1.107  0.009
C3 0.803 -5.157 0.182  -0.608
H1 3.222 -1.733 -2.884  0.159
H2 3.964 -3.143 -3.663  0.231
H3 4.310 -2.769 -1.986  0.390
H4 0.108 -4.521 0.697  0.108
H5 1.724 -5.312 0.739  0.295
H6 0.330 -6.052 -0.128  0.285
C4 0.176 1.056 5.222  0.086
O4 1.004 -0.103 5.338  0.849
C5 1.501 -0.414 6.576  0.143
O5 2.181 -1.420 6.746  -0.628
O6 1.109 0.524 7.515  -0.367
C6 1.640 0.211 8.847  -0.798
H7 0.723 1.971 5.545  -0.060
H8 -0.753 0.955 5.828  0.168
H9 -0.097 1.059 4.179  -0.234
H10 2.731 -0.002 8.883  0.298
H11 1.088 -0.662 9.181  0.316
H12 1.406 1.102 9.473  0.260
C7 -4.566 4.186 3.608  -0.696
O7 -3.861 4.767 2.488  -0.425
C8 -2.578 4.454 2.148  0.735
O8 -1.821 3.819 2.826  -0.350
O9 -2.303 5.152 1.128  -0.348
C9 -0.957 4.882 0.584  -0.310
H13 -4.497 4.955 4.382  0.280
H14 -4.098 3.291 3.920  0.299
H15 -5.564 3.982 3.271  0.258
H16 -0.657 3.825 0.354  -0.071
H17 -0.112 5.100 1.239  0.377
H18 -0.886 5.549 -0.274  0.279
C10 0.650 -4.129 -9.314  -0.688
O10 0.231 -2.851 -8.786  -0.364
C11 0.017 -2.806 -7.505  0.669
O11 0.087 -3.853 -6.785  -0.660
O12 -0.157 -1.583 -7.117  -0.317
C12 -0.531 -1.395 -5.732  0.191
H19 -0.250 -4.830 -9.231  0.286
H20 1.564 -4.528 -8.997  0.305
H21 0.675 -3.969 -10.403  0.260
H22 -0.716 -0.298 -5.633  0.042
H23 0.310 -1.804 -5.177  0.129
H24 -1.453 -1.990 -5.436  0.070
C13 1.441 4.093 4.024  -1.097
O13 2.480 3.166 4.191  0.295
C14 2.929 3.023 5.428  0.153
O14 2.570 3.659 6.371  -0.570
O15 3.834 2.042 5.445  0.092
C15 4.883 2.113 6.435  -0.884
H25 1.007 4.321 4.981  0.547
H26 0.731 3.760 3.302  0.282
H27 1.840 5.048 3.676  0.404
H28 5.620 1.324 6.230  0.214
H29 4.426 1.973 7.395  0.297
H30 5.361 3.071 6.285  0.343
O16 1.035 4.755 -3.548  -0.666
S1 1.861 4.074 -4.493  1.338
O17 3.288 4.278 -4.429  -0.692
O18 1.627 2.510 -4.482  -0.258
C16 2.609 1.584 -3.803  -0.743
C17 2.330 1.511 -2.330  1.034
C18 1.330 4.468 -6.128  -0.953
H31 3.637 1.901 -3.957  0.473
H32 2.499 0.598 -4.339  0.152
H33 2.343 2.530 -1.834  -0.308
H34 3.012 0.875 -1.752  -0.010
H35 1.297 1.110 -2.248  -0.334
H36 1.879 3.824 -6.801  0.319
H37 1.552 5.511 -6.301  0.390
H38 0.298 4.198 -6.152  0.200
O19 3.012 5.880 1.877  -0.768
S2 3.194 4.914 0.881  0.987
O20 2.028 4.459 0.178  -0.380
O21 4.208 5.560 -0.111  -0.367
C19 4.034 5.558 -1.549  0.377
C20 4.872 6.609 -2.148  -1.575
C21 4.114 3.614 1.389  -0.254
H39 3.023 5.695 -1.832  0.193
H40 4.334 4.631 -1.986  0.213
H41 5.917 6.425 -1.936  0.363
H42 4.600 7.633 -1.947  0.358
H43 4.798 6.465 -3.209  0.413
H44 3.451 2.989 2.052  -0.142
H45 4.991 4.031 1.905  0.471
H46 4.368 2.968 0.518  0.115
O22 -1.224 2.248 -5.463  -0.491
S3 -2.247 3.223 -5.007  1.066
O23 -2.276 4.532 -5.561  -0.720
O24 -3.641 2.624 -5.206  -0.464
C22 -3.780 1.270 -4.595  0.973
C23 -4.103 0.255 -5.642  -1.463
C24 -2.033 3.419 -3.262  0.078
H47 -4.589 1.350 -3.889  0.144
H48 -2.881 1.006 -4.043  -0.147
H49 -3.301 0.237 -6.382  0.350
H50 -5.027 0.367 -6.211  0.391
H51 -4.162 -0.734 -5.125  0.227
H52 -1.144 3.981 -3.068  0.230
H53 -2.061 2.511 -2.637  -0.537
H54 -2.794 4.141 -2.905  0.452
O25 -1.192 -4.575 4.674  -0.753
S4 -0.601 -3.452 4.038  0.901
O26 -0.746 -3.289 2.630  -0.315
O27 -1.259 -2.125 4.614  0.050
C25 -1.534 -2.137 5.984  -0.313
C26 -2.743 -1.219 6.252  -1.401
C27 1.090 -3.426 4.528  -0.858
H55 -0.599 -1.850 6.466  0.036
H56 -1.757 -3.099 6.366  0.679
H57 -2.849 -1.199 7.341  0.428
H58 -3.692 -1.385 5.756  0.364
H59 -2.501 -0.181 6.138  0.259
H60 1.368 -3.498 5.569  0.414
H61 1.496 -2.507 4.075  -0.106
H62 1.594 -4.251 3.956  0.487
O28 -1.591 -0.296 -2.433  -0.081
S5 -0.721 -1.015 -1.599  0.804
O29 0.573 -1.403 -2.098  -0.333
O30 -0.452 0.006 -0.474  0.476
C28 0.657 -0.252 0.462  -0.440
C29 0.637 0.772 1.517  -0.088
C30 -1.390 -2.419 -0.863  1.135
H63 1.620 -0.303 -0.057  -0.062
H64 0.537 -1.192 0.926  -0.074
H65 1.618 0.775 1.986  0.280
H66 -0.147 0.511 2.186  0.039
H67 0.519 1.747 1.035  -0.399
H68 -0.986 -2.618 0.162  -0.603
H69 -1.047 -3.265 -1.524  -0.651
H70 -2.456 -2.292 -1.012  0.082
O31 -5.601 -0.700 -2.602  -0.648
S6 -5.460 -1.062 -1.252  1.202
O32 -4.931 -2.364 -0.988  -0.683
O33 -4.357 -0.126 -0.565  -0.163
C31 -4.286 1.309 -0.866  -0.162
C32 -3.032 1.933 -0.248  -0.385
C33 -6.942 -0.810 -0.477  -1.112
H71 -5.161 1.796 -0.407  0.519
H72 -4.337 1.476 -1.964  -0.430
H73 -3.052 3.010 -0.453  0.482
H74 -2.093 1.597 -0.702  -0.791
H75 -3.094 1.737 0.788  0.782
H76 -6.898 -0.966 0.599  0.341
H77 -7.456 -1.745 -0.819  0.424
H78 -7.449 0.082 -0.869  0.325
C34 -3.749 -2.036 2.155  1.856
C35 -4.909 -2.871 2.611  0.546
O34 -6.049 -2.402 2.781  -0.791
N1 -4.634 -4.124 2.924  -0.158
C36 -5.507 -5.100 3.557  -1.066
H79 -3.543 -1.283 2.916  0.167
H80 -4.010 -1.523 1.215  -0.979
H81 -2.858 -2.632 2.085  -0.642
H82 -3.683 -4.370 2.932  0.184
H83 -5.814 -5.755 2.719  0.306
H84 -6.323 -4.604 4.015  0.384
H85 -4.924 -5.577 4.350  0.322
C37 3.651 -1.682 2.289  -0.479
C38 4.378 -0.778 1.269  0.170
O35 3.845 0.138 0.696  -0.107
N2 5.651 -1.162 0.852  -0.149
C39 6.491 -0.102 0.266  -0.897
H86 3.679 -1.134 3.228  0.545
H87 4.089 -2.678 2.423  0.550
H88 2.530 -1.753 2.135  -0.596
H89 6.160 -1.962 1.121  0.250
H90 6.244 0.115 -0.757  0.223
H91 7.501 -0.578 0.203  0.384
H92 6.434 0.752 0.922  0.218
C40 1.204 -6.750 -3.695  -1.288
C41 -0.129 -6.226 -3.276  1.121
O36 -0.617 -6.658 -2.198  -0.776
N3 -0.687 -5.342 -4.085  0.231
C42 -2.023 -4.902 -3.916  -1.033
H93 1.204 -7.796 -3.602  0.416
H94 1.946 -6.432 -2.977  0.220
H95 1.470 -6.348 -4.662  0.292
H96 -0.176 -4.965 -4.895  0.067
H97 -2.416 -4.778 -4.950  0.347
H98 -2.212 -4.002 -3.384  0.249
H99 -2.560 -5.715 -3.395  0.308